C20H47EuNO4P3 | wB97M-V/def2-TZVPD

Computed properties:
highest occupied orbital energy (spin up / spin down): -0.459 / -0.489 Eh
total energy: -78353.1148 eV
⟨S²⟩: 12.037
HOMO-LUMO gap (spin up / spin down): 5.9 / 4.0 eV
energy relative to the best compared isomer or geometry (same formula, charge and spin): 9.314 eV

Geometry as ORCA input:
```
! wB97M-V def2-TZVPD RIJCOSX def2/J DEFGRID3
* xyz 2 7
Eu 0.287 0.177 -0.331
P -0.091 -1.944 -1.884
P 0.263 2.827 0.118
N 1.384 0.916 -2.435
C 1.526 -1.560 -2.687
H 2.186 -2.407 -2.444
H 1.292 -1.586 -3.764
C 2.274 -0.231 -2.394
H 2.827 -0.289 -1.424
H 3.018 -0.030 -3.182
C 1.855 2.293 -2.225
H 1.181 2.935 -2.820
H 2.878 2.310 -2.636
C 1.868 2.783 -0.734
H 2.163 3.840 -0.701
H 2.599 2.197 -0.141
C 0.369 3.031 1.929
C 0.567 1.779 2.789
H 1.577 1.354 2.734
H -0.149 0.973 2.528
H 0.328 2.048 3.821
C -0.939 3.838 -0.741
C -2.375 3.593 -0.238
H -3.050 3.653 -1.098
H -2.657 4.374 0.477
H -2.534 2.595 0.213
C -1.423 -2.147 -3.052
C -2.602 -2.764 -2.317
H -3.467 -2.653 -2.973
H -2.840 -2.280 -1.357
H -2.409 -3.833 -2.164
C 0.209 -3.271 -0.657
C -0.911 -3.447 0.374
H -0.517 -4.101 1.158
H -1.816 -3.875 -0.068
H -1.213 -2.511 0.891
C -1.914 -0.035 0.479
C -0.388 5.244 -0.519
H 0.451 5.311 0.200
H -0.037 5.647 -1.475
H -1.208 5.876 -0.171
C -0.729 -3.002 -4.099
H -1.408 -3.824 -4.332
H -0.513 -2.403 -4.988
H 0.228 -3.451 -3.770
C 0.439 -4.476 -1.541
H 0.661 -5.313 -0.875
H -0.458 -4.721 -2.127
H 1.302 -4.336 -2.206
C -0.868 3.828 2.307
H -1.795 3.257 2.131
H -0.791 4.049 3.370
H -0.904 4.767 1.743
H 1.305 3.617 1.912
H 1.136 -2.963 -0.133
H -0.865 3.525 -1.794
H -1.657 -1.130 -3.416
O -2.964 -0.154 0.904
H 0.590 0.842 -3.078
H -1.395 0.949 -1.736
C -2.048 -0.396 3.514
O -1.338 -1.382 2.687
P 0.268 -1.280 2.165
O 1.014 -1.948 3.476
C 1.167 -1.059 4.603
O 2.058 -1.001 1.403
C 2.841 -2.164 1.712
H -3.091 -0.766 3.451
H -1.647 -0.461 4.550
H -1.898 0.650 3.129
H 2.161 -0.627 4.491
H 0.406 -0.246 4.631
H 1.077 -1.656 5.530
H 3.649 -2.176 0.960
H 3.264 -2.084 2.729
H 2.237 -3.099 1.619
*
```

These are the Löwdin partial charges, in e, on atoms 1 to 8:
1. Eu 1.39
2. P 0.88
3. P 0.88
4. N -0.24
5. C -0.28
6. H 0.10
7. H 0.09
8. C -0.27

***

C17H16N4OS2 | wB97M-V/def2-TZVPD

Computed properties:
highest occupied orbital energy: -0.301 Eh
total energy: -47567.4836 eV
HOMO-LUMO gap: 8.5 eV
energy relative to the best compared isomer or geometry (same formula, charge and spin): 0.052 eV

Geometry as ORCA input:
```
! wB97M-V def2-TZVPD RIJCOSX def2/J DEFGRID3
* xyz 0 1
O -0.867 -0.668 1.902
C -1.079 0.339 1.260
C -0.153 1.536 1.425
S 0.864 1.810 -0.076
C 2.315 0.989 0.391
N 2.549 0.528 1.605
N 3.783 0.012 1.506
C 4.249 0.183 0.245
C 5.536 -0.226 -0.218
C 6.053 -0.054 -1.474
C 7.359 -0.562 -1.598
C 7.822 -1.112 -0.444
S 6.673 -1.025 0.827
N 3.330 0.802 -0.477
N -2.118 0.482 0.387
C -2.420 1.793 -0.180
C -3.667 1.786 -1.052
C -4.786 1.077 -0.295
C -4.344 -0.346 -0.136
C -5.211 -1.406 -0.343
C -4.763 -2.713 -0.289
C -3.420 -2.959 -0.066
C -2.538 -1.913 0.136
C -2.995 -0.598 0.133
H -0.681 2.466 1.626
H 0.547 1.311 2.229
H 4.217 -0.436 2.297
H 5.497 0.423 -2.260
H 7.933 -0.520 -2.506
H 8.774 -1.568 -0.255
H -2.583 2.504 0.640
H -1.562 2.136 -0.767
H -3.473 1.255 -1.986
H -3.932 2.816 -1.290
H -4.934 1.553 0.679
H -5.728 1.126 -0.842
H -6.252 -1.197 -0.549
H -5.452 -3.530 -0.438
H -3.049 -3.973 -0.053
H -1.496 -2.121 0.304
*
```

These are the Löwdin partial charges, in e, on atoms 1 to 8:
1. O 0.07
2. C -0.50
3. C -0.34
4. S 0.99
5. C -0.70
6. N 0.06
7. N 0.06
8. C -0.36

***

H20O10 | wB97M-V/def2-TZVPD

Computed properties:
highest occupied orbital energy: -0.394 Eh
total energy: -20799.6509 eV
HOMO-LUMO gap: 10.2 eV
energy relative to the best compared isomer or geometry (same formula, charge and spin): 2.962 eV

Geometry as ORCA input:
```
! wB97M-V def2-TZVPD RIJCOSX def2/J DEFGRID3
* xyz 0 1
O -2.958 1.376 -0.916
H -2.451 0.875 -1.544
H -2.858 0.873 -0.116
O 1.358 2.054 -3.078
H 1.224 2.352 -3.985
H 1.018 1.170 -3.045
O 2.526 1.360 -0.581
H 2.357 1.516 -1.514
H 2.570 2.220 -0.145
O -0.313 -2.777 1.593
H -0.474 -2.534 2.483
H 0.605 -2.476 1.574
O 2.166 -1.627 2.090
H 1.785 -0.820 2.343
H 2.870 -1.876 2.667
O -2.521 -2.695 -0.057
H -2.808 -1.995 0.479
H -1.639 -2.813 0.324
O 0.138 0.089 -0.398
H 0.020 -0.523 0.318
H 0.980 0.424 -0.260
O -0.004 -0.385 -2.942
H -0.836 -0.815 -3.063
H 0.013 -0.203 -2.035
O -0.594 0.163 2.496
H -1.507 -0.008 2.184
H -0.423 -0.336 3.308
O -0.261 2.766 0.402
H 0.259 2.837 1.225
H -0.242 1.808 0.193
*
```

These are the Löwdin partial charges, in e, on atoms 1 to 8:
1. O -0.02
2. H 0.01
3. H 0.01
4. O -0.04
5. H 0.06
6. H -0.02
7. O -0.04
8. H 0.01

***

C3H5O4S | wB97M-V/def2-TZVPD

Computed properties:
highest occupied orbital energy: -0.158 Eh
total energy: -22217.7010 eV
HOMO-LUMO gap: 8.3 eV
energy relative to the best compared isomer or geometry (same formula, charge and spin): 1.869 eV

Geometry as ORCA input:
```
! wB97M-V def2-TZVPD RIJCOSX def2/J DEFGRID3
* xyz -1 1
C 1.536 0.865 0.301
C 0.854 0.168 -0.598
C 0.696 -1.293 -0.478
O -1.744 0.723 1.469
O -1.960 1.208 -1.044
O 1.081 -1.950 0.475
O -1.485 -1.090 -0.275
S -2.323 0.148 -0.097
H 1.670 1.931 0.233
H 1.977 0.367 1.151
H 0.373 0.636 -1.442
H 0.406 -1.792 -1.420
H -1.081 0.080 1.723
*
```

These are the Löwdin partial charges, in e, on atoms 1 to 8:
1. C 0.02
2. C -0.17
3. C -0.38
4. O -0.36
5. O -0.53
6. O -0.02
7. O -0.53
8. S 0.68

***

C25H45CdS4 | wB97M-V/def2-TZVPD

Computed properties:
highest occupied orbital energy: -0.362 Eh
total energy: -74555.8284 eV
HOMO-LUMO gap: 7.5 eV
energy relative to the best compared isomer or geometry (same formula, charge and spin): 0.252 eV

Geometry as ORCA input:
```
! wB97M-V def2-TZVPD RIJCOSX def2/J DEFGRID3
* xyz 1 1
Cd -0.608 -1.179 -0.022
C -3.761 -2.785 1.025
C -2.741 -3.729 1.634
S -1.277 -3.796 0.591
C -0.044 -4.457 1.728
C 0.312 -3.576 2.922
S 0.922 -1.967 2.395
C 0.422 -0.897 3.751
C 0.382 0.544 3.260
S -0.710 0.895 1.872
C -2.353 0.800 2.598
C -2.986 -0.589 2.597
S -3.234 -1.073 0.885
H -4.696 -2.822 1.584
H -3.993 -3.084 0.000
H -3.172 -4.729 1.697
H -2.466 -3.422 2.642
H 0.835 -4.651 1.111
H -0.403 -5.425 2.080
H 1.086 -4.080 3.502
H -0.546 -3.433 3.580
H 1.142 -0.982 4.566
H -0.549 -1.216 4.132
H 1.366 0.856 2.903
H 0.111 1.213 4.078
H -2.962 1.485 2.004
H -2.314 1.207 3.609
H -3.954 -0.565 3.101
H -2.345 -1.311 3.101
C 1.879 1.108 -0.526
C 0.767 1.895 -1.024
C -0.069 1.048 -1.737
C 0.516 -0.311 -1.648
C 1.793 -0.186 -0.942
C 2.897 -1.228 -0.965
C 2.350 -2.658 -0.932
C 3.877 -1.020 0.189
C 3.654 -1.060 -2.293
C -1.284 1.288 -2.649
C -1.074 2.478 -3.595
C -1.505 0.071 -3.560
C -2.580 1.476 -1.851
C 0.738 3.407 -0.734
C 1.363 4.167 -1.913
C 1.608 3.730 0.496
C -0.657 3.967 -0.429
H 2.715 1.523 0.016
H 0.466 -0.980 -2.500
H 1.815 -2.866 -0.004
H 3.170 -3.376 -0.995
H 1.678 -2.853 -1.772
H 3.378 -1.085 1.156
H 4.364 -0.046 0.125
H 4.661 -1.780 0.161
H 2.994 -1.226 -3.147
H 4.478 -1.774 -2.361
H 4.064 -0.053 -2.375
H -0.114 2.398 -4.108
H -1.108 3.444 -3.100
H -1.860 2.478 -4.352
H -0.631 -0.140 -4.177
H -2.344 0.270 -4.228
H -1.751 -0.831 -2.993
H -2.489 2.242 -1.082
H -2.866 0.540 -1.367
H -3.404 1.756 -2.513
H 2.369 3.794 -2.114
H 1.441 5.231 -1.675
H 0.783 4.068 -2.827
H 2.671 3.601 0.290
H 1.348 3.112 1.356
H 1.459 4.774 0.776
H -1.333 3.947 -1.279
H -0.565 5.010 -0.119
H -1.125 3.419 0.391
*
```

These are the Löwdin partial charges, in e, on atoms 1 to 8:
1. Cd 1.23
2. C -0.52
3. C -0.52
4. S 0.81
5. C -0.52
6. C -0.50
7. S 0.85
8. C -0.50

***

C28H25F15N4PdSi | wB97M-V/def2-TZVPD

Computed properties:
highest occupied orbital energy: -0.068 Eh
total energy: -87520.3014 eV
HOMO-LUMO gap: 6.4 eV
energy relative to the best compared isomer or geometry (same formula, charge and spin): 2.382 eV

Geometry as ORCA input:
```
! wB97M-V def2-TZVPD RIJCOSX def2/J DEFGRID3
* xyz -2 1
Pd -0.045 0.739 0.510
C -0.043 3.238 -1.677
N -0.057 2.877 -0.274
C 1.169 3.278 0.419
C 2.340 2.539 -0.162
N 2.116 1.085 -0.180
C 3.116 0.405 -0.789
C 3.103 -1.016 -0.956
F 2.068 -1.725 -0.502
C 4.087 -1.765 -1.557
F 3.944 -3.101 -1.632
C 5.223 -1.182 -2.083
F 6.188 -1.915 -2.685
C 5.316 0.180 -1.960
F 6.404 0.811 -2.452
C 4.330 0.935 -1.345
F 4.653 2.261 -1.309
C -1.239 3.384 0.428
C -2.447 2.638 -0.062
N -2.311 1.202 0.191
C -3.109 0.418 -0.570
C -3.710 0.671 -1.836
F -3.586 1.865 -2.487
C -4.451 -0.261 -2.545
F -4.916 0.069 -3.770
C -4.708 -1.514 -2.048
F -5.400 -2.431 -2.759
C -4.242 -1.786 -0.774
F -4.558 -2.960 -0.195
C -3.514 -0.855 -0.077
F -3.261 -1.148 1.200
H 0.088 4.325 -1.786
H -0.976 2.944 -2.153
H 0.767 2.728 -2.195
H 1.055 3.029 1.463
H 1.338 4.369 0.370
H 3.222 2.823 0.424
H 2.513 2.912 -1.175
H -1.350 4.471 0.272
H -1.111 3.208 1.491
H -2.602 2.888 -1.107
H -3.321 3.034 0.479
C -1.066 -1.584 3.219
Si 0.210 -1.959 1.908
C 0.338 -3.843 1.882
C 1.887 -1.346 2.496
N -0.190 -1.233 0.371
C -0.445 -1.704 -0.890
C -0.529 -0.857 -2.017
C -0.801 -1.352 -3.280
C -0.995 -2.709 -3.507
C -0.903 -3.561 -2.414
C -0.637 -3.082 -1.143
H -0.626 -1.705 4.212
H -1.914 -2.266 3.123
H -1.439 -0.564 3.140
H 0.650 -4.161 2.883
H 1.081 -4.197 1.163
H -0.620 -4.320 1.662
H 1.868 -1.126 3.566
H 2.180 -0.433 1.982
H 2.652 -2.104 2.301
H -0.375 0.207 -1.890
H -0.863 -0.653 -4.109
H -1.208 -3.088 -4.498
H -1.045 -4.629 -2.549
H -0.588 -3.778 -0.325
F -0.974 1.679 2.942
C 0.166 2.339 3.512
F 1.230 1.611 2.878
C 0.206 1.804 4.932
F 0.314 0.459 5.092
F 1.261 2.324 5.603
F -0.909 2.162 5.609
*
```

These are the Löwdin partial charges, in e, on atoms 1 to 8:
1. Pd 0.97
2. C -0.07
3. N -0.27
4. C -0.22
5. C -0.25
6. N -0.01
7. C -0.18
8. C -0.15